[1]
Below is the molecule C3H2O2S, with properties calculated with wB97M-V/def2-TZVPD.

Properties
2S+1 ... 1
HOMO-LUMO gap (alpha / beta) ... 7.858 / 7.854 eV
HOMO (alpha / beta) ... -9.2 / -9.2 eV
LUMO (alpha / beta) ... -1.38 / -1.38 eV
Structure (SMILES) ... O=S(=O)=c1cc1
Molecular weight ... 102.11 u
Electronic energy ... -663.94669 hartree
Charge ... 0

Geometry (Å):
C  -1.31  0.62  0.18
C  -1.27  -0.64  -0.18
C  0.02  0.61  -0.39
O  1.77  -1.38  -0.04
O  2.64  0.90  0.12
S  1.54  0.01  0.24
H  -1.79  1.43  0.67
H  -1.60  -1.54  -0.60

[2]
Below is a cluster of 2 separate species, C3H2O2S in total, with properties calculated with wB97M-V/def2-TZVPD.

Properties
2S+1 ... 1
HOMO-LUMO gap ... 10.083 eV
HOMO ... -9.6 eV
LUMO ... 0.48 eV
Structure (SMILES) ... C=C=O.O=C=S
Molecular weight ... 102.11 u
Electronic energy ... -664.15533 hartree
Charge ... 0

Geometry (Å):
C  -0.17  -0.39  -0.21
C  -0.10  -1.62  0.10
C  2.89  0.02  0.80
O  0.22  -2.75  0.27
O  2.48  0.40  1.80
S  3.37  -0.26  -0.63
H  -0.07  -0.19  -1.25
H  -0.67  0.28  0.43

[3]
Below is a structure of composition C3H2O2Sn, with properties calculated with wB97M-V/def2-TZVPD.

Properties
2S+1 ... 2
HOMO-LUMO gap (alpha / beta) ... 5.640 / 5.874 eV
HOMO (alpha / beta) ... -2.1 / -2.4 eV
LUMO (alpha / beta) ... 3.56 / 3.45 eV
Molecular weight ... 188.76 u
Electronic energy ... -480.07434 hartree
Charge ... -1

Geometry (Å):
H  1.56  -0.09  1.18
Sn  2.79  0.07  -0.31
O  0.49  -0.83  -0.54
O  -0.10  1.16  -0.85
C  0.04  -0.35  0.75
C  -0.67  0.86  0.46
C  0.64  0.20  -1.34
H  -0.44  -1.16  1.31

[4]
Below is a structure of composition C3H2O2Tl, with properties calculated with wB97M-V/def2-TZVPD.

Properties
2S+1 ... 2
HOMO-LUMO gap (alpha / beta) ... 7.209 / 5.613 eV
HOMO (alpha / beta) ... -8.3 / -8.3 eV
LUMO (alpha / beta) ... -1.13 / -2.72 eV
Molecular weight ... 274.43 u
Electronic energy ... -438.24234 hartree
Charge ... 0

Geometry (Å):
H  3.30  0.21  1.43
Tl  2.87  0.04  -0.28
O  -0.11  -1.04  -0.23
O  -0.07  1.07  -0.29
C  -1.43  -0.58  -0.08
C  -1.48  0.77  -0.15
C  0.68  0.00  -0.31
H  -2.18  -1.35  0.00

[5]
Below is a structure of composition C3H2O2Yb, with properties calculated with wB97M-V/def2-TZVPD.

Properties
2S+1 ... 2
HOMO-LUMO gap (alpha / beta) ... 6.152 / 7.043 eV
HOMO (alpha / beta) ... -11.5 / -12.6 eV
LUMO (alpha / beta) ... -5.39 / -5.55 eV
Molecular weight ... 243.09 u
Electronic energy ... -1424.25947 hartree
Charge ... +1

Geometry (Å):
O  -1.47  0.24  0.38
C  -0.52  0.82  -0.26
C  0.76  0.30  -0.43
O  1.35  -0.45  0.62
C  0.72  -1.54  0.43
Yb  -1.54  -1.76  1.28
H  -0.78  1.68  -0.89
H  1.48  0.70  -1.13

[6]
Below is the molecule C3H2O3, with properties calculated with wB97M-V/def2-TZVPD.

Properties
2S+1 ... 1
HOMO-LUMO gap ... 8.498 eV
HOMO ... -9.6 eV
LUMO ... -1.14 eV
Structure (SMILES) ... O=CC(=O)C=O
Molecular weight ... 86.05 u
Electronic energy ... -341.15450 hartree
Charge ... 0

Geometry (Å):
O  -1.01  -0.59  0.90
C  -0.93  0.56  0.56
C  0.27  0.70  -0.48
O  0.63  1.63  -1.15
C  0.79  -0.83  -0.32
O  1.67  -1.15  0.44
H  -1.66  1.26  0.99
H  0.24  -1.57  -0.95